One molecule with the formula C21H26N2O6, computed with ωB97M-V/def2-TZVPD.

E_tot = -1376.81460 Eh
HOMO level = -7.753 eV
frontier orbital gap = 8.36 eV
SMILES string = CCOC(=O)C1CCN(C(=O)c2cn(C)c(=O)c3cc(OC)c(OC)cc23)CC1
maximum force = 0.01763 hartree/bohr

Each line ends with the Mulliken charge.
Atoms and positions in Å:
C1 -5.45 -1.46 -2.19  -1.13
C2 -5.63 -0.64 -0.93  -0.28
O1 -4.48 0.16 -0.66  -0.33
C3 -3.47 -0.43 -0.02  -0.43
O2 -3.48 -1.57 0.36  -0.65
C4 -2.31 0.52 0.20  2.53
C5 -1.92 1.30 -1.05  -0.98
C6 -0.58 2.00 -0.79  -0.58
N1 -0.46 2.34 0.62  0.19
C7 0.65 2.17 1.37  0.16
O3 0.69 2.44 2.55  -0.68
C8 1.85 1.64 0.63  -0.14
C9 2.76 2.48 0.09  -0.06
N2 3.87 2.04 -0.57  0.00
C10 4.80 3.02 -1.09  -1.22
C11 4.15 0.70 -0.76  0.94
O4 5.13 0.35 -1.39  -0.76
C12 3.19 -0.23 -0.17  -1.17
C13 3.42 -1.60 -0.30  -0.52
C14 2.56 -2.52 0.25  0.91
O5 2.69 -3.87 0.17  -0.47
C15 3.80 -4.39 -0.52  -0.94
C16 1.43 -2.07 0.99  1.05
O6 0.66 -3.05 1.52  -0.55
C17 -0.50 -2.70 2.24  -0.78
C18 1.20 -0.71 1.12  -0.38
C19 2.07 0.23 0.54  -0.31
C20 -1.70 2.72 1.25  -1.09
C21 -2.65 1.51 1.33  -0.83
H1 -4.64 -2.18 -2.05  0.31
H2 -6.36 -2.01 -2.40  0.40
H3 -5.21 -0.82 -3.03  0.30
H4 -6.45 0.08 -1.04  0.32
H5 -5.82 -1.29 -0.07  0.34
H6 -1.46 -0.10 0.50  -0.89
H7 -2.71 2.02 -1.28  0.29
H8 -1.82 0.63 -1.91  0.45
H9 0.25 1.35 -1.06  0.37
H10 -0.51 2.92 -1.39  0.26
H11 2.65 3.55 0.16  0.58
H12 4.30 3.67 -1.82  0.36
H13 5.60 2.47 -1.58  0.36
H14 5.21 3.63 -0.28  0.35
H15 4.30 -1.90 -0.86  0.58
H16 4.75 -4.07 -0.07  0.37
H17 3.79 -4.08 -1.58  0.37
H18 3.71 -5.47 -0.46  0.24
H19 -0.26 -2.03 3.07  0.33
H20 -1.26 -2.25 1.60  0.26
H21 -0.88 -3.64 2.64  0.31
H22 0.37 -0.35 1.70  0.65
H23 -1.47 3.09 2.25  0.46
H24 -2.15 3.53 0.66  0.37
H25 -3.68 1.85 1.22  0.47
H26 -2.55 1.01 2.29  0.32

A 2-piece molecular cluster, C21H26N3O7S overall at a distorted geometry, computed with ωB97M-V/def2-TZVPD.

E_tot = -1904.96758 Eh
HOMO level = -2.884 eV
frontier orbital gap = 4.02 eV
charge = -1
maximum force = 0.06696 hartree/bohr

Each line ends with the Mulliken charge.
Atoms and positions in Å:
C1 -2.16 -2.66 2.57  -0.89
O1 -2.04 -2.23 1.23  -0.25
C2 -1.97 -3.26 0.31  0.50
C3 -2.98 -3.28 -0.74  0.30
O2 -2.95 -4.05 -1.68  -0.71
O3 -3.99 -2.36 -0.58  -0.19
C4 -4.94 -2.50 -1.58  -0.80
C5 -0.94 -4.27 0.41  0.43
O4 -0.90 -5.24 -0.33  -0.72
O5 -0.01 -4.08 1.40  -0.28
C6 0.91 -5.13 1.37  -0.81
H1 -2.09 -1.78 3.22  0.22
H2 -3.14 -3.12 2.69  0.28
H3 -1.37 -3.37 2.80  0.31
H4 -5.57 -1.61 -1.57  0.18
H5 -4.44 -2.59 -2.54  0.34
H6 -5.53 -3.40 -1.36  0.29
H7 1.74 -4.90 2.05  0.22
H8 0.40 -6.05 1.68  0.30
H9 1.28 -5.24 0.35  0.32
C7 6.07 0.33 1.94  -0.99
N1 5.34 0.52 0.69  0.15
C8 6.08 1.28 -0.33  -1.01
C9 3.91 0.53 0.67  0.04
C10 3.19 1.67 1.05  -0.18
C11 1.84 1.73 0.87  -0.85
C12 1.13 0.66 0.30  0.25
C13 -0.30 0.73 0.04  -0.19
C14 -1.00 1.80 -0.43  0.00
C15 -2.45 1.66 -0.49  0.17
O6 -3.01 0.67 -0.07  -0.62
N2 -3.21 2.71 -1.04  0.01
C16 -4.64 2.49 -1.06  -0.96
C17 -2.63 3.86 -1.55  0.38
S1 -3.56 5.06 -2.19  -0.42
N3 -1.26 3.99 -1.52  0.04
C18 -0.62 5.16 -2.09  -1.22
C19 -0.40 3.02 -0.97  0.97
O7 0.80 3.22 -0.99  -0.73
C20 1.84 -0.50 0.00  -0.91
C21 3.20 -0.57 0.16  -0.37
H10 5.40 -0.08 2.69  0.32
H11 6.90 -0.36 1.79  0.31
H12 6.46 1.28 2.30  0.32
H13 5.40 1.55 -1.14  0.31
H14 6.49 2.19 0.10  0.35
H15 6.89 0.68 -0.74  0.31
H16 3.72 2.51 1.46  0.39
H17 1.30 2.64 1.11  0.44
H18 -0.88 -0.16 0.22  0.67
H19 -5.16 3.33 -1.51  0.32
H20 -4.86 1.59 -1.64  0.31
H21 -5.00 2.34 -0.05  0.31
H22 0.46 5.09 -1.97  0.34
H23 -0.86 5.23 -3.16  0.36
H24 -0.98 6.06 -1.59  0.36
H25 1.32 -1.34 -0.43  0.51
H26 3.75 -1.45 -0.12  0.46

One molecule with the formula C21H26N4O3, computed with ωB97M-V/def2-TZVPD.

E_tot = -1260.65732 Eh
HOMO level = -8.978 eV
frontier orbital gap = 9.59 eV
SMILES string = Cc1ccc(N(CC(=O)NC(C)C)C(=O)CCC(=O)Nc2ccccn2)cc1
maximum force = 0.01416 hartree/bohr

Each line ends with the Mulliken charge.
Atoms and positions in Å:
C1 -5.76 -1.62 -1.30  -1.49
C2 -4.46 -1.38 -0.59  1.04
C3 -3.39 -0.79 -1.26  -1.43
C4 -2.20 -0.55 -0.60  0.35
C5 -2.06 -0.89 0.74  -1.17
N1 -0.85 -0.61 1.43  0.56
C6 -0.84 0.62 2.20  -0.87
C7 -0.91 1.89 1.34  0.80
O1 -1.60 2.83 1.68  -0.69
N2 -0.13 1.86 0.25  0.46
C8 0.00 2.94 -0.71  0.44
C9 0.63 4.17 -0.05  -1.50
C10 -1.35 3.28 -1.33  -1.48
C11 0.22 -1.43 1.47  0.99
O2 1.24 -1.15 2.07  -0.67
C12 0.11 -2.73 0.68  -0.98
C13 0.54 -2.51 -0.78  -0.85
C14 1.59 -1.42 -0.82  0.26
O3 1.30 -0.27 -1.11  -0.69
N3 2.83 -1.83 -0.48  0.05
C15 3.98 -1.08 -0.27  0.33
C16 4.04 0.31 -0.41  -0.10
C17 5.25 0.92 -0.15  -0.65
C18 6.34 0.16 0.23  -0.36
C19 6.17 -1.21 0.33  -0.37
N4 5.02 -1.82 0.09  -0.58
C20 -3.12 -1.47 1.41  -0.54
C21 -4.31 -1.71 0.75  -0.88
H1 -5.60 -1.82 -2.36  0.38
H2 -6.30 -2.45 -0.86  0.39
H3 -6.39 -0.73 -1.23  0.28
H4 -3.49 -0.52 -2.30  0.41
H5 -1.37 -0.08 -1.12  1.00
H6 0.09 0.63 2.77  0.47
H7 -1.69 0.64 2.89  0.28
H8 0.42 1.03 0.06  -0.28
H9 0.67 2.56 -1.49  0.28
H10 0.77 4.96 -0.78  0.45
H11 1.59 3.91 0.39  0.35
H12 -0.03 4.53 0.74  0.33
H13 -1.24 4.07 -2.07  0.47
H14 -2.03 3.62 -0.55  0.33
H15 -1.79 2.41 -1.81  0.29
H16 0.79 -3.44 1.17  0.58
H17 -0.91 -3.13 0.72  0.33
H18 0.92 -3.44 -1.21  0.45
H19 -0.32 -2.18 -1.37  0.36
H20 2.96 -2.80 -0.23  0.28
H21 3.18 0.87 -0.71  0.50
H22 5.34 2.00 -0.25  0.42
H23 7.30 0.61 0.44  0.37
H24 6.98 -1.87 0.63  0.39
H25 -3.02 -1.74 2.45  0.51
H26 -5.14 -2.17 1.28  0.39

One molecule with the formula C21H26N4O5S, computed with ωB97M-V/def2-TZVPD.

E_tot = -1809.33405 Eh
HOMO level = -8.636 eV
frontier orbital gap = 8.39 eV
SMILES string = CCOC(=O)N1CCN(C(=O)c2ccc3c(=O)n(C[C@H]4CCCO4)c(=S)[nH]c3c2)CC1
maximum force = 0.01887 hartree/bohr

Each line ends with the Mulliken charge.
Atoms and positions in Å:
C1 -7.28 -3.56 -0.67  -1.24
C2 -7.55 -2.07 -0.57  -0.21
O1 -6.31 -1.38 -0.70  -0.33
C3 -6.38 -0.04 -0.55  0.75
O2 -7.40 0.56 -0.29  -0.64
N1 -5.18 0.57 -0.76  0.13
C4 -3.93 -0.14 -0.90  -0.98
C5 -3.10 0.03 0.38  -0.45
N2 -2.94 1.44 0.67  0.09
C6 -1.79 2.14 0.57  0.18
O3 -1.75 3.36 0.59  -0.65
C7 -0.51 1.35 0.48  0.47
C8 -0.15 0.47 1.50  -0.13
C9 1.07 -0.17 1.45  -0.87
C10 1.95 0.06 0.39  0.42
C11 3.24 -0.62 0.33  0.75
O4 3.61 -1.43 1.16  -0.67
N3 4.05 -0.29 -0.75  0.24
C12 5.35 -0.95 -0.84  -1.86
C13 6.51 -0.05 -0.38  0.55
C14 6.39 0.38 1.10  -0.53
C15 7.77 0.08 1.67  -0.56
C16 8.21 -1.09 0.78  -0.46
O5 7.73 -0.77 -0.51  -0.46
C17 3.69 0.58 -1.74  0.16
S1 4.64 0.94 -3.04  -0.31
N4 2.47 1.18 -1.64  -0.09
C18 1.59 0.96 -0.62  0.30
C19 0.35 1.61 -0.57  -1.09
C20 -4.20 2.15 0.80  -0.88
C21 -5.03 1.98 -0.47  -0.90
H1 -8.21 -4.11 -0.58  0.40
H2 -6.83 -3.79 -1.63  0.32
H3 -6.60 -3.87 0.12  0.31
H4 -8.23 -1.74 -1.36  0.29
H5 -8.00 -1.81 0.39  0.32
H6 -4.13 -1.19 -1.09  0.47
H7 -3.38 0.29 -1.75  0.26
H8 -2.12 -0.44 0.25  0.54
H9 -3.62 -0.44 1.22  0.17
H10 -0.82 0.30 2.33  0.52
H11 1.38 -0.86 2.22  0.51
H12 5.53 -1.24 -1.88  0.47
H13 5.31 -1.84 -0.21  0.40
H14 6.58 0.81 -1.05  0.27
H15 6.11 1.42 1.19  0.36
H16 5.64 -0.24 1.60  0.19
H17 7.75 -0.18 2.72  0.35
H18 8.44 0.92 1.51  0.25
H19 9.29 -1.21 0.71  0.33
H20 7.76 -2.03 1.14  0.26
H21 2.25 1.83 -2.38  0.31
H22 0.08 2.32 -1.33  0.41
H23 -3.97 3.20 0.97  0.51
H24 -4.74 1.75 1.66  0.31
H25 -6.03 2.40 -0.34  0.48
H26 -4.53 2.46 -1.31  0.30

One molecule with the formula C21H26N4O6S, computed with ωB97M-V/def2-TZVPD.

E_tot = -1884.58967 Eh
HOMO level = -8.405 eV
frontier orbital gap = 8.76 eV
SMILES string = CC(C)Cn1c(N)c(C(=O)COC(=O)[C@@H]2CCCN2C(=O)c2cccs2)c(=O)n(C)c1=O
maximum force = 0.01450 hartree/bohr

Each line ends with the Mulliken charge.
Atoms and positions in Å:
C1 -4.09 0.96 1.64  -1.86
C2 -2.57 0.97 1.48  2.90
C3 -1.89 0.19 2.60  -1.53
C4 -2.08 2.43 1.48  -2.33
N1 -0.64 2.52 1.32  0.21
C5 -0.04 2.27 0.12  0.32
N2 -0.79 2.22 -0.99  -0.28
C6 1.35 2.08 0.06  0.30
C7 1.89 1.41 -1.08  -0.13
O1 1.36 1.37 -2.19  -0.79
C8 3.07 0.46 -0.83  -0.72
O2 2.48 -0.84 -0.68  -0.31
C9 1.77 -1.09 0.41  -0.06
O3 1.70 -0.41 1.40  -0.64
C10 1.06 -2.44 0.25  0.36
C11 2.02 -3.63 0.31  -0.92
C12 1.42 -4.61 -0.70  -0.83
C13 0.92 -3.68 -1.81  -0.90
N3 0.47 -2.51 -1.08  0.26
C14 -0.29 -1.48 -1.49  0.57
O4 -0.60 -0.59 -0.70  -0.59
C15 -0.77 -1.42 -2.88  -0.08
C16 -1.81 -0.62 -3.28  -0.44
C17 -2.02 -0.63 -4.67  -0.63
C18 -1.12 -1.42 -5.32  -0.46
S1 -0.02 -2.17 -4.25  -0.05
C19 2.16 2.39 1.22  1.06
O5 3.38 2.41 1.24  -0.74
N4 1.45 2.78 2.35  -0.02
C20 2.20 3.10 3.56  -1.18
C21 0.09 2.78 2.48  0.83
O6 -0.46 3.04 3.53  -0.63
H1 -4.37 1.40 2.60  0.39
H2 -4.47 -0.05 1.61  0.42
H3 -4.57 1.53 0.85  0.41
H4 -2.31 0.49 0.53  -0.80
H5 -2.33 -0.81 2.67  0.51
H6 -2.01 0.69 3.55  0.35
H7 -0.83 0.07 2.39  0.14
H8 -2.57 3.02 0.70  0.37
H9 -2.31 2.88 2.45  0.63
H10 -1.76 1.97 -0.91  0.25
H11 -0.27 1.86 -1.80  0.45
H12 3.70 0.39 -1.71  0.37
H13 3.64 0.74 0.06  0.44
H14 0.27 -2.50 1.01  0.55
H15 3.01 -3.31 -0.03  0.34
H16 2.10 -4.04 1.31  0.41
H17 0.58 -5.14 -0.25  0.34
H18 2.14 -5.33 -1.06  0.41
H19 1.75 -3.42 -2.49  0.40
H20 0.11 -4.12 -2.39  0.54
H21 -2.40 -0.06 -2.58  0.48
H22 -2.79 -0.07 -5.16  0.42
H23 -1.04 -1.60 -6.37  0.46
H24 2.03 2.33 4.31  0.32
H25 3.25 3.14 3.29  0.39
H26 1.86 4.06 3.95  0.33

Question: Look up the E_tot of the second one.
Answer: -1904.96758 Eh

Question: Among the records above, which one has the lowest E_tot?
Answer: C21H26N3O7S